Entry 1:
C4H8N2O2 | the ωB97M-V functional and the def2-TZVPD basis

Computed properties:
HOMO-LUMO gap, eV: 8.12
Largest force on an atom, Eh/bohr: 0.052
E_HOMO, eV: -7.36
SMILES: CC1=C(N)NC1(O)O
Total charge: 0

Last column: Löwdin charge in e.
Cartesian coordinates (Å):
C 0.1775 1.8585 -0.3385  -0.062
C 0.0868 0.3800 -0.1410  -0.203
C -0.9653 -0.4818 0.0459  -0.470
N -2.2460 -0.4332 -0.3659  0.151
N -0.3761 -1.5548 0.5812  0.125
C 1.1175 -0.5893 0.1999  -0.450
O 1.7808 -1.2252 -0.8092  0.081
O 1.9669 -0.3957 1.2575  0.090
H 1.0120 2.2113 -0.9536  0.075
H -0.7110 2.2292 -0.8625  0.067
H 0.2181 2.4431 0.5867  0.065
H -2.9290 -0.9744 0.1450  0.100
H -2.6051 0.4303 -0.7472  0.099
H -0.5777 -2.4269 0.0928  0.094
H 2.3374 -1.8983 -0.3879  0.120
H 1.7131 0.4272 1.6969  0.120

Entry 2:
C16H35ClO4PS2 | the ωB97M-V functional and the def2-TZVPD basis

Computed properties:
HOMO-LUMO gap, eV: 9.13
Largest force on an atom, Eh/bohr: 0.028
E_HOMO, eV: -11.54
Total charge: +1

Last column: Löwdin charge in e.
Cartesian coordinates (Å):
C -0.7994 5.0882 -0.3711  -0.043
C -0.9197 3.6925 -1.0144  -0.429
C -1.5740 3.7782 -2.4134  -0.048
C -1.7980 2.8122 -0.1045  -0.347
S -1.3195 1.0533 -0.2553  0.909
C -0.5454 0.6496 1.3253  -0.375
C 0.4130 -0.5302 1.1847  -0.242
C 1.8679 -0.1313 1.2515  -0.232
C 2.3148 0.6222 0.0041  -0.243
S 3.0795 -0.4733 -1.2025  0.345
O 2.4255 -0.2496 -2.4429  -0.344
O 3.1139 -1.7998 -0.7088  -0.325
Cl 4.9937 0.1923 -1.3485  0.438
P -3.0147 -0.2479 -0.4986  0.765
C -4.5319 0.7179 -0.1802  -0.311
C -2.9993 -0.4497 -2.3232  -0.286
H -1.3213 5.8430 -0.9336  0.075
H -1.2253 5.0983 0.6252  0.073
H 0.2357 5.3799 -0.2704  0.084
H 0.0400 3.2008 -1.1112  0.105
H -2.5635 3.3352 -2.4195  0.068
H -0.9760 3.2572 -3.1518  0.082
H -1.6657 4.7990 -2.7533  0.076
H -1.6777 3.0689 0.9378  0.086
H -2.8443 2.9225 -0.3471  0.073
H -1.2943 0.4907 2.0899  0.098
H -0.0035 1.5452 1.6049  0.097
H 0.2366 -1.1707 2.0366  0.098
H 0.2036 -1.1341 0.3057  0.115
H 1.9974 0.5279 2.1028  0.122
H 2.4912 -0.9823 1.4646  0.099
H 3.0342 1.3952 0.2340  0.090
H 1.4848 1.1006 -0.4985  0.067
H -4.5737 1.6754 -0.6906  0.034
H -4.7128 0.8706 0.8752  0.042
H -5.3337 0.1088 -0.5775  0.049
H -2.7761 0.5018 -2.7933  0.035
H -3.9904 -0.7742 -2.6088  0.054
H -2.2142 -1.1627 -2.5261  -0.001
C 1.0521 -1.8194 -4.4320  -0.018
C 0.4876 -2.6839 -3.3353  -0.482
O -0.6918 -2.6567 -3.0466  0.032
C 1.4546 -3.5794 -2.6075  -0.010
H 0.2568 -1.2238 -4.8748  0.085
H 1.8155 -1.1542 -4.0237  0.046
H 1.5015 -2.4439 -5.2050  0.093
H 2.2327 -2.9781 -2.1331  0.042
H 1.9202 -4.2734 -3.3083  0.095
H 0.9249 -4.1458 -1.8451  0.089
C 0.3731 -2.3687 5.4845  -0.014
C 1.6682 -2.4267 4.7150  -0.477
O 1.8408 -1.7666 3.7111  0.054
C 2.7386 -3.3405 5.2468  -0.013
H -0.3124 -1.6764 4.9999  0.074
H -0.0847 -3.3579 5.5193  0.091
H 0.5598 -2.0290 6.5039  0.091
H 2.3729 -4.3679 5.2721  0.092
H 3.0181 -3.0390 6.2571  0.092
H 3.6141 -3.2900 4.6045  0.085

Entry 3:
C6H14N2O2 | the ωB97M-V functional and the def2-TZVPD basis

Computed properties:
HOMO-LUMO gap, eV: 10.12
Largest force on an atom, Eh/bohr: 0.101
E_HOMO, eV: -9.27
SMILES: NCCCC[C@H](N)C(=O)O
Total charge: 0

Last column: Löwdin charge in e.
Cartesian coordinates (Å):
N -3.1863 -0.1918 1.0816  0.001
C -3.3435 0.4400 -0.2255  -0.262
C -1.8673 0.6236 -0.6881  -0.206
C -1.1175 -0.7451 -0.7661  -0.156
C 0.0654 -0.8108 0.3780  -0.103
C 1.3689 -0.6565 -0.3558  -0.420
N 2.4062 -1.5304 -0.1623  0.053
C 1.9421 0.7379 -0.0048  -0.503
O 1.8920 1.7404 -0.6491  0.138
O 2.4159 0.7508 1.2559  0.126
H -3.7545 0.2441 1.8331  0.089
H -3.3471 -1.1566 1.0856  0.039
H -3.9221 -0.0611 -1.0128  0.112
H -3.6166 1.4522 -0.1853  0.085
H -1.3613 1.0763 0.1397  0.084
H -1.8200 1.1676 -1.5712  0.080
H -1.8795 -1.5257 -0.4953  0.081
H -0.7939 -1.1014 -1.8844  0.146
H -0.0255 -1.6895 1.0341  0.124
H -0.0376 0.0711 0.9305  0.071
H 1.1975 -0.5249 -1.4446  0.140
H 2.4295 -2.2110 -0.9939  0.145
H 3.2040 -0.9904 -0.2455  0.056
H 2.4364 -0.1594 1.4939  0.081